{"formula": "C11H14BClN3O4", "method": "wB97M-V/def2-TZVPD", "species": ["Cl", "O", "O", "O", "O", "N", "N", "N", "C", "C", "C", "C", "C", "C", "C", "C", "C", "C", "C", "B", "H", "H", "H", "H", "H", "H", "H", "H", "H", "H", "H", "H", "H", "H"], "positions_angstrom": [[-1.524815, 2.268965, 1.624937], [0.172418, -1.368021, 4.231527], [-2.404381, -0.054201, -1.341977], [2.313384, -3.274129, 1.873274], [3.402906, -2.028627, 3.552470], [-0.521027, 0.336193, 2.932843], [-0.352776, 1.071671, 1.840041], [1.255117, 3.937190, -1.041574], [0.530764, 2.166778, -2.520696], [0.431371, 1.264233, -1.473961], [-3.533981, -1.814429, -2.599956], [-2.246537, -1.054266, -2.356820], [1.562628, -0.132323, 1.172617], [1.437081, -0.926714, 2.285895], [0.338020, -0.621156, 3.114441], [1.155571, 3.082104, -0.032519], [0.927388, 3.467472, -2.240764], [0.739378, 1.770149, -0.220652], [0.623544, 0.881959, 0.963966], [2.442838, -2.123861, 2.605213], [4.237328, -2.348766, 3.189347], [-3.406477, -2.558945, -3.385549], [-1.934405, -0.531172, -3.259747], [0.302077, 1.868687, -3.528616], [-3.859428, -2.324862, -1.690663], [0.102101, 0.251527, -1.622832], [2.369272, -0.268811, 0.473113], [-1.445412, -1.745207, -2.064902], [-4.328114, -1.128460, -2.892310], [1.393908, 3.431145, 0.962556], [-0.490734, -2.053046, 4.076101], [2.014468, -3.106397, 0.973515], [-2.680951, -0.503097, -0.536968], [0.977476, 4.168418, -3.061350]], "forces_ev_per_angstrom": [[-0.1, 0.1, 0.0], [0.1, 0.0, -0.2], [0.3, 0.0, 0.0], [0.4, 0.6, -0.3], [-0.2, 0.8, -0.4], [-0.3, 0.4, -0.4], [0.3, -0.7, 0.6], [0.0, -0.2, 0.2], [0.0, -0.3, 0.4], [0.3, 0.8, -0.3], [0.0, 0.1, 0.0], [-0.2, -0.1, 0.2], [-0.4, -0.4, 0.9], [0.3, 0.4, -0.3], [0.0, -0.7, 0.8], [-0.2, 0.0, -0.4], [0.0, 0.2, -0.5], [-0.2, -0.6, 0.8], [0.4, 1.0, -1.3], [0.0, -0.7, 0.1], [0.1, -0.5, 0.5], [0.0, 0.0, 0.0], [0.0, 0.1, 0.0], [0.0, 0.0, -0.2], [0.0, -0.1, 0.0], [-0.1, -0.2, 0.0], [0.0, 0.2, -0.3], [0.0, 0.0, -0.1], [0.0, 0.0, -0.1], [0.1, 0.2, 0.1], [-0.2, 0.0, 0.2], [-0.4, -0.4, 0.0], [-0.2, 0.0, 0.0], [0.1, 0.2, 0.0]], "lowdin_charge": [0.91, 0.12, -0.11, 0.21, 0.22, 0.18, -0.42, 0.10, -0.02, 0.00, -0.08, -0.33, 0.11, 0.07, -0.30, -0.10, -0.11, -0.22, -0.18, -0.60, 0.13, 0.08, 0.11, 0.11, 0.08, 0.10, 0.15, 0.10, 0.08, 0.13, 0.15, 0.11, 0.08, 0.12], "e_above_lowest_kj_mol": 0.00, "energy_ev": -37486.7632, "lumo_energy_ev": -5.06, "gap_ev": 8.1884, "charge": 1, "homo_energy_ev": -13.25}